No. 1
19
Properties=species:S:1:pos:R:3 method="wB97M-V/def2-TZVPD" largest_force_ev_per_a=1.890 energy_ha=-1376.1251 lumo_energy_ev="0.16 / -4.67" e_homo_ev="-10.4 / -9.2" homo_lumo_gap_ev="10.599 / 4.543" spin_multiplicity=2
Ag 0.9127 -0.6124 1.6265
Cl -0.2114 -2.2623 3.4405
Cl 3.6357 -0.1641 1.3624
C -2.1693 0.9585 1.6075
O -0.9285 0.9720 0.9282
C -1.1076 0.6683 -0.4340
C 0.2583 0.4466 -1.0731
O 0.7941 -0.8852 -0.9041
C 1.9054 -1.1572 -1.8009
H -2.8567 0.1711 1.2982
H -2.5968 1.9482 1.4472
H -2.0653 0.9007 2.6910
H -1.7530 1.4210 -0.8867
H -1.6132 -0.2633 -0.6882
H 0.8908 1.1064 -0.4792
H 0.2691 0.8356 -2.0913
H 2.1101 -2.2212 -1.6825
H 2.8549 -0.7170 -1.4964
H 1.6707 -1.1455 -2.8652

No. 2
18
Properties=species:S:1:pos:R:3 method="wB97M-V/def2-TZVPD" largest_force_ev_per_a=2.727 e_above_lowest_kj_mol=43.6 total_charge=-1 energy_ha=-530.9549 lumo_energy_ev=3.66 e_homo_ev=-2.5 homo_lumo_gap_ev=6.109 spin_multiplicity=1
C -1.8914 2.1067 -0.2846
O -1.4309 1.1476 0.7528
C -1.7757 -0.1785 0.4849
C -0.7118 -1.1110 1.0239
O 0.4784 -0.8925 0.3096
H -1.7291 3.0857 0.2114
H -3.0004 2.0068 -0.3279
H -1.8576 -0.3328 -0.6106
H -2.7587 -0.4411 0.9238
H -1.0362 -2.1639 0.9167
H -0.5555 -0.9098 2.1021
Ag 0.5122 1.3178 -0.6178
O 2.6984 0.9197 -0.8953
H 3.3945 0.9460 -0.2368
C 1.7706 -1.4013 0.9159
H 1.6730 -1.7119 1.9705
H 2.5107 -0.6185 1.1187
H 1.9574 -2.3667 0.4162

No. 3
16
Properties=species:S:1:pos:R:3 method="wB97M-V/def2-TZVPD" largest_force_ev_per_a=6.472 energy_ha=-2786.9625 lumo_energy_ev="0.90 / -1.62" e_homo_ev="-5.3 / -9.5" homo_lumo_gap_ev="6.244 / 7.883" spin_multiplicity=3
C 0.8860 -2.3476 0.0773
C -0.9217 1.8696 0.2029
C -0.0074 -1.0232 0.0114
C 0.4793 1.5988 -0.3243
N 0.9862 0.3626 0.3134
Br 2.8329 0.1165 0.0159
H 0.1211 -3.0541 -0.3554
H 1.5994 -2.2008 -0.7458
H 1.3805 -2.6051 1.0094
H -1.2044 2.6917 -0.3082
H -1.7801 1.0478 0.1208
H -0.8958 2.2250 1.2679
H -0.4540 -0.9475 -0.9415
H -0.6915 -1.0197 0.7469
H 0.5264 1.5242 -1.4569
H 1.0462 2.5122 -0.0334

No. 4
19
Properties=species:S:1:pos:R:3 method="wB97M-V/def2-TZVPD" largest_force_ev_per_a=3.798 smiles=COCCO[Si](C)(Cl)Cl e_above_lowest_kj_mol=162.1 energy_ha=-1518.8745 lumo_energy_ev=0.53 e_homo_ev=-9.6 homo_lumo_gap_ev=10.152 spin_multiplicity=1
Cl 2.4866 0.3492 0.2385
Cl 1.9773 -1.8646 -2.2560
O -1.6749 -0.7846 2.0436
O -0.2523 -0.5417 -0.5341
C -0.7717 -1.9158 1.8465
C -1.1179 0.3925 1.5922
C -1.0431 0.4515 0.0154
C 1.2201 1.4403 -2.4034
Si 1.1731 -0.0927 -1.3195
H 0.2201 -1.5270 2.1705
H -0.7120 -2.2452 0.8400
H -0.9517 -2.7764 2.4446
H -1.5806 1.2548 1.9572
H -0.0518 0.4174 1.9256
H -0.6356 1.4289 -0.2036
H -1.9772 0.5453 -0.5292
H 2.1765 1.6341 -2.8367
H 0.4739 1.4533 -3.1753
H 1.0412 2.3807 -1.8160

No. 5
16
Properties=species:S:1:pos:R:3 method="wB97M-V/def2-TZVPD" largest_force_ev_per_a=1.165 e_above_lowest_kj_mol=274.4 energy_ha=-673.2549 lumo_energy_ev=0.95 e_homo_ev=-10.1 homo_lumo_gap_ev=11.032 spin_multiplicity=1
C 2.7829 0.2806 -0.5195
C -1.3356 0.5206 1.6990
C 2.5767 1.5790 -0.4470
C -1.3966 0.1185 -0.6199
N -0.7877 0.2143 0.6169
Cl -3.1985 0.4713 -0.6947
H 2.2519 -0.4051 0.1199
H -1.7055 -4.3083 -0.1610
H 3.4819 -0.1555 -1.2179
H -0.7189 0.5596 2.5853
H -2.3120 -3.8396 -0.0331
H -2.3952 0.7539 1.8053
H 1.8689 1.9945 0.2517
H 3.0920 2.2869 -1.0772
H -0.9251 0.8263 -1.3048
H -1.2790 -0.8970 -1.0030

No. 6
16
Properties=species:S:1:pos:R:3 method="wB97M-V/def2-TZVPD" largest_force_ev_per_a=7.487 e_above_lowest_kj_mol=455.1 energy_ha=-673.1861 lumo_energy_ev=0.53 e_homo_ev=-10.2 homo_lumo_gap_ev=10.778 spin_multiplicity=1
C -0.6812 -2.1383 -0.7064
C 0.2462 -0.9326 -0.6932
C -0.0040 0.0640 0.4335
C 0.6130 1.4035 0.2359
H -0.2793 -3.0898 -0.0552
H -1.7957 -1.7577 -0.3466
H -0.6545 -2.7249 -1.8060
H 0.0783 -0.5211 -1.6376
H 1.1803 -1.4894 -0.6983
H -0.9944 0.2286 0.2377
H 1.6763 1.3248 0.7889
H 0.6920 1.5654 -0.8522
H 0.7246 2.9245 1.6285
H -0.6610 3.3814 0.2287
N -0.2432 2.3222 1.1377
Cl 0.1026 -0.5606 2.1045

No. 7
18
Properties=species:S:1:pos:R:3 method="wB97M-V/def2-TZVPD" largest_force_ev_per_a=2.966 smiles="C[C@@H](O)NCl.C=CO" e_above_lowest_kj_mol=201.6 energy_ha=-823.7348 lumo_energy_ev=0.66 e_homo_ev=-9.6 homo_lumo_gap_ev=10.231 spin_multiplicity=1
C 2.6674 -0.8466 -0.2902
C -2.1988 -0.4565 0.5186
C 1.3629 -0.2954 0.1254
C -2.9531 0.2170 -0.3618
N 0.7220 0.2824 -0.9966
O 1.4422 0.4031 1.3944
O -3.5612 1.4326 -0.0852
Cl 1.3632 1.9171 -1.3153
H 2.4198 -1.2855 -1.3000
H 2.8813 -1.7222 0.3120
H 3.6448 -0.1896 -0.3208
H -2.0294 -0.1128 1.5717
H -1.4558 -1.3284 0.3462
H -0.2202 0.3637 -0.6258
H 0.7592 -1.1645 0.4319
H -3.0404 -0.0082 -1.4431
H 1.7933 1.2701 1.1756
H -3.5972 1.5236 0.8629

No. 8
17
Properties=species:S:1:pos:R:3 method="wB97M-V/def2-TZVPD" largest_force_ev_per_a=5.215 e_above_lowest_kj_mol=155.2 energy_ha=-1071.4455 lumo_energy_ev=0.71 e_homo_ev=-7.3 homo_lumo_gap_ev=8.051 spin_multiplicity=1
C 1.6134 -0.1715 0.6212
C 0.3145 -0.3160 -1.4066
C -1.4426 0.5113 0.8148
C 0.2857 -0.6068 0.0615
N -1.1159 1.8058 0.6037
S -0.1172 -2.3035 0.4525
Cl -2.7926 -0.1974 -0.0519
H 1.8177 0.7869 0.1422
H 2.4020 -0.8710 0.4874
H 1.5615 0.1261 1.6381
H 1.0849 0.3714 -1.6644
H -0.5668 0.1658 -1.7568
H 0.5343 -1.1833 -2.0334
H -1.1114 0.1916 1.7947
H -0.1932 1.9845 1.0003
H -1.1485 2.0133 -0.3817
H -1.1258 -2.3071 -0.3216

No. 9
15
Properties=species:S:1:pos:R:3 method="wB97M-V/def2-TZVPD" largest_force_ev_per_a=0.490 e_above_lowest_kj_mol=0.0 total_charge=-1 energy_ha=-258.2865 lumo_energy_ev=4.37 e_homo_ev=-3.7 homo_lumo_gap_ev=8.045 spin_multiplicity=1
C 1.3328 1.4225 0.5257
C -0.9938 -1.5650 -0.4303
C 0.1206 0.4925 0.5603
C 0.2185 -0.6349 -0.4650
H 1.2343 2.2255 1.2755
H 1.4278 1.8828 -0.4722
H 2.2527 0.8527 0.7393
H -1.9137 -0.9951 -0.6439
H -1.0888 -2.0252 0.5676
H -0.8953 -2.3679 -1.1801
H 0.0249 0.0489 1.5700
H -0.7983 1.0768 0.3610
H 0.3141 -0.1913 -1.4747
H 1.1373 -1.2193 -0.2657
F -2.3732 0.9969 -0.6674

No. 10
64
Properties=species:S:1:pos:R:3 method="wB97M-V/def2-TZVPD" largest_force_ev_per_a=4.373 e_above_lowest_kj_mol=0.0 total_charge=-2 energy_ha=-7090.9547 lumo_energy_ev=3.03 e_homo_ev=-4.8 homo_lumo_gap_ev=7.785 spin_multiplicity=1
Li 2.2345 -17.8018 5.5743
Li 2.1482 -18.3937 0.5702
Li -0.6884 -18.4670 6.2616
N 2.3753 -20.1871 -0.0421
S 1.0118 -21.0244 0.0687
O 0.5361 -21.3807 1.3518
O 0.8128 -21.9058 -1.0341
F 0.0752 -19.7753 -0.3035
S 3.5448 -21.2341 0.5052
O 4.4273 -21.5742 -0.5514
O 3.2312 -22.2102 1.4678
F 4.3373 -20.0944 1.2592
N 2.1376 -16.7090 7.2604
S 0.8558 -15.7498 7.3103
O 0.7278 -14.8400 8.3860
O -0.2989 -16.4449 6.8091
F 1.3055 -14.8287 6.1094
S 1.7059 -17.7917 8.4477
O 0.8122 -18.8077 7.9473
O 1.4686 -17.3143 9.7584
F 3.0821 -18.5238 8.4924
N 3.8806 -17.1254 4.8057
S 5.2308 -17.9954 4.9938
O 6.3176 -17.2515 5.5240
O 5.4552 -19.0025 4.0175
F 4.7007 -18.8368 6.2669
S 3.9471 -16.6965 3.2094
O 3.4284 -17.6269 2.2805
O 5.1413 -15.9912 2.9200
F 2.8169 -15.6140 3.3112
N 0.5581 -18.4320 4.7439
S -0.0336 -18.0266 3.3054
O -1.3905 -18.3861 3.1225
O 0.8411 -18.0998 2.1969
F -0.1280 -16.4770 3.6210
S 0.9362 -20.0728 4.3945
O 2.0811 -20.1962 3.5815
O -0.1995 -20.8866 4.2919
F 1.5395 -20.3168 5.8531
N -2.4848 -14.8361 -0.6858
S -3.0065 -15.3664 -2.0994
O -4.2255 -16.1044 -2.0736
O -1.9585 -15.7346 -2.9877
F -3.4724 -13.9381 -2.6852
S -2.4410 -16.1085 0.2786
O -1.7122 -17.2509 -0.1506
O -3.6552 -16.2832 0.9902
F -1.5081 -15.4682 1.3959
C -3.0875 -16.8890 5.6249
O -2.6252 -18.1950 5.9360
C -3.5481 -19.0018 6.6399
C -2.9096 -20.3841 6.6025
O -1.5379 -20.2764 6.9152
C -1.0065 -21.5450 7.3012
H -3.1596 -16.3094 6.5551
H -4.0418 -16.8769 5.0998
H -2.3050 -16.4000 5.0523
H -4.4797 -19.0226 6.0707
H -3.6514 -18.6521 7.6734
H -3.0434 -20.7191 5.5641
H -3.4126 -21.1156 7.2410
H -1.1671 -21.7089 8.3715
H 0.0645 -21.4811 7.1416
H -1.4579 -22.3372 6.7055

No. 11
17
Properties=species:S:1:pos:R:3 method="wB97M-V/def2-TZVPD" largest_force_ev_per_a=3.453 e_above_lowest_kj_mol=326.4 energy_ha=-388.1462 lumo_energy_ev="0.36 / 0.70" e_homo_ev="-7.3 / -7.7" homo_lumo_gap_ev="7.640 / 8.390" spin_multiplicity=1
C -2.3300 -1.2978 0.6963
C 2.4074 1.2814 1.3327
C -0.8832 -0.9856 0.1784
C 0.0833 -0.1737 -1.9736
N -0.8448 -0.3041 -0.9857
O 0.1160 1.0244 -2.6564
F 1.3556 -0.4473 -1.5111
H -3.0935 -0.5724 0.3999
H -2.6832 -2.2788 0.4313
H -2.2188 -1.1920 1.7827
H 2.0756 0.8051 0.3668
H 3.0407 2.1595 1.2778
H 3.0208 0.5352 1.8230
H -0.1086 -1.6413 0.4220
H 1.4145 1.3477 1.7540
H -1.8128 0.0472 -1.2989
H 0.4609 1.6925 -2.0390

No. 12
16
Properties=species:S:1:pos:R:3 method="wB97M-V/def2-TZVPD" largest_force_ev_per_a=3.262 e_above_lowest_kj_mol=137.3 energy_ha=-599.5389 lumo_energy_ev="-0.78 / -0.78" e_homo_ev="-8.8 / -8.8" homo_lumo_gap_ev="7.977 / 7.977" spin_multiplicity=1
C 1.3488 0.5615 0.9230
C 1.3086 -1.6522 -0.2818
C -1.5813 1.4511 -0.4527
C 0.6764 -0.3284 -0.0595
F -3.2196 -0.5891 0.3470
P -1.1794 -0.2872 -0.0906
H 2.2360 0.9973 0.4569
H 0.6943 1.3735 1.2368
H 1.6886 0.0192 1.8090
H 1.5370 -2.1665 0.6552
H 2.2584 -1.5004 -0.8009
H 0.6791 -2.2935 -0.8962
H -2.5340 1.4485 -0.9759
H -0.8037 1.9026 -1.0633
H -1.7046 2.0108 0.4737
H -1.4046 -0.9473 -1.2807

No. 13
20
Properties=species:S:1:pos:R:3 method="wB97M-V/def2-TZVPD" largest_force_ev_per_a=3.707 e_above_lowest_kj_mol=0.0 total_charge=+1 energy_ha=-2495.1138 lumo_energy_ev=-9.05 e_homo_ev=-12.1 homo_lumo_gap_ev=3.041 spin_multiplicity=1
Zn -1.4488 4.1775 -1.7064
I -1.2721 2.2492 0.0712
O 1.6169 0.1559 4.6391
C 1.2701 0.7546 3.6405
N 0.0344 1.1065 3.3212
C 2.3281 1.2911 2.6886
H -0.2261 1.5474 2.4506
H -0.7036 0.6243 3.8142
H 2.1544 1.2543 1.6131
H 3.2128 0.6544 2.6859
H 2.6352 2.3004 2.9628
O -0.1725 -0.7930 -4.0565
C -0.8128 -1.3599 -3.1674
N -1.2481 -0.7090 -2.0822
C -1.1461 -2.8215 -3.3964
H -1.5281 -1.1785 -1.2329
H -1.1120 0.2888 -2.0038
H -1.1065 -3.2758 -2.4063
H -0.3604 -3.3338 -3.9516
H -2.1148 -2.9330 -3.8836

No. 14
18
Properties=species:S:1:pos:R:3 method="wB97M-V/def2-TZVPD" largest_force_ev_per_a=6.497 e_above_lowest_kj_mol=143.3 total_charge=+1 energy_ha=-963.4579 lumo_energy_ev=-4.86 e_homo_ev=-12.5 homo_lumo_gap_ev=7.688 spin_multiplicity=1
C 0.5766 0.2198 1.5355
C 0.0420 -0.8767 0.6036
C 0.6187 0.3233 -0.0244
C -0.2344 1.1193 2.3724
N -0.2444 -1.3829 -2.2454
N -0.3840 1.0316 -0.8041
S -0.7527 -2.2269 0.7274
I 2.6067 0.2995 -1.0442
H 1.5707 -0.0047 1.9402
H 0.3776 1.9762 2.6781
H -0.4675 0.7348 3.2741
H -1.1655 1.5503 1.8770
H -0.4634 -0.3997 -2.1161
H 0.7826 -1.5738 -2.2390
H -1.2523 1.2393 -0.1878
H -0.1907 1.8185 -1.3959
H -0.5981 -1.6609 -3.2810
H -0.8221 -2.1872 -1.6704

No. 15
17
Properties=species:S:1:pos:R:3 method="wB97M-V/def2-TZVPD" largest_force_ev_per_a=5.432 e_above_lowest_kj_mol=0.0 total_charge=+1 energy_ha=-1459.4487 lumo_energy_ev="-3.95 / -4.07" e_homo_ev="-11.0 / -14.6" homo_lumo_gap_ev="7.020 / 10.548" spin_multiplicity=7
H -0.4820 -2.2341 0.1033
C -0.1564 1.2348 -1.9770
O 0.4253 0.2788 -1.1011
C -0.2736 -0.0590 0.0876
C -1.0758 -1.3257 -0.0572
H 0.6052 1.5105 -2.7127
H -1.0265 0.7806 -2.4682
H -0.4700 2.1263 -1.4167
H -0.9526 0.7798 0.3114
H -1.4439 -1.4384 -1.0850
H -1.8544 -1.3399 0.7156
H -0.1397 0.6786 1.8274
C 0.9865 0.0651 2.1715
O 1.1548 -0.4566 0.9160
Mn 2.3453 -0.2802 -0.7227
H 1.9444 0.3304 2.6312
H 0.4135 -0.6512 2.7765

No. 16
15
Properties=species:S:1:pos:R:3 method="wB97M-V/def2-TZVPD" largest_force_ev_per_a=1.155 e_above_lowest_kj_mol=170.5 energy_ha=-213.0103 lumo_energy_ev="1.06 / 0.78" e_homo_ev="-3.6 / -10.3" homo_lumo_gap_ev="4.675 / 11.055" spin_multiplicity=2
C -0.2429 1.2311 -0.2758
C -0.2439 -0.0749 -1.1008
C 0.0784 -1.3248 -0.3123
C 1.3028 -1.6780 0.0645
N -0.6524 1.0721 1.1402
H 0.7550 1.6634 -0.3124
H -0.8945 1.9360 -0.7772
H -1.2122 -0.1904 -1.5812
H 0.5175 0.0400 -1.8686
H -0.7462 -1.9601 -0.0053
H 1.3834 -2.5482 0.7065
H 2.2555 -1.2583 -0.2410
H -1.5161 0.4786 1.2258
H 0.0942 0.6333 1.7132
H -0.8786 1.9802 1.6243

No. 17
16
Properties=species:S:1:pos:R:3 method="wB97M-V/def2-TZVPD" largest_force_ev_per_a=2.191 e_above_lowest_kj_mol=103.5 total_charge=-1 energy_ha=-267.8066 lumo_energy_ev="4.10 / 3.97" e_homo_ev="0.5 / -3.4" homo_lumo_gap_ev="3.591 / 7.331" spin_multiplicity=2
C -1.5790 2.0498 -1.0538
C -0.7121 1.2344 -1.6545
N -0.6861 -0.1231 -1.5642
H -2.3641 1.6850 -0.4005
H -1.3625 3.1121 -1.0390
H 0.1168 1.6283 -2.2404
H -0.9877 -0.5996 -0.7185
H -0.2086 -0.8096 -2.1009
C 1.6571 -1.6559 0.9492
C 0.0179 -0.3392 1.9649
N 0.4018 -1.5821 1.6151
H 1.7090 -1.1618 -0.0459
H 2.4348 -1.1146 1.5474
H 1.9777 -2.6984 0.9183
H -1.0348 -0.1494 2.1795
H 0.6196 0.5242 1.6433

No. 18
16
Properties=species:S:1:pos:R:3 method="wB97M-V/def2-TZVPD" largest_force_ev_per_a=1.811 e_above_lowest_kj_mol=158.3 total_charge=-1 energy_ha=-267.7857 lumo_energy_ev="2.83 / 2.80" e_homo_ev="0.5 / -2.1" homo_lumo_gap_ev="2.333 / 4.917" spin_multiplicity=2
C 3.6417 2.3473 -1.2066
C 4.1028 1.2608 -0.5842
N 3.6054 -0.0248 -0.7399
H 2.7943 2.2918 -1.8771
H 4.0673 3.3224 -1.0302
H 4.7430 1.3847 0.2733
H 2.8417 -0.0887 -1.3826
H 4.1405 -0.7539 -0.3153
C -3.4074 -0.3767 0.3455
C -4.3549 -2.2502 1.4088
N -4.5025 -1.3182 0.4704
H -3.2006 0.0129 1.3660
H -2.5140 -0.9170 -0.0237
H -3.6625 0.4875 -0.2752
H -4.4559 -3.3199 1.1929
H -3.8389 -2.0580 2.3780

No. 19
16
Properties=species:S:1:pos:R:3 method="wB97M-V/def2-TZVPD" largest_force_ev_per_a=4.896 smiles=CN1CCN1C e_above_lowest_kj_mol=375.5 energy_ha=-267.7823 lumo_energy_ev=1.22 e_homo_ev=-7.8 homo_lumo_gap_ev=8.977 spin_multiplicity=1
C 0.8428 -1.1941 -0.2935
C -0.5712 -1.5699 0.1775
C 1.4639 1.3408 0.0686
C -1.7183 0.9174 0.0752
N 0.5389 0.2146 -0.3508
N -0.6037 0.1594 0.5531
H 1.4572 -1.4816 0.6621
H 1.1444 -1.5370 -1.2986
H -1.3464 -1.7984 -0.6474
H -0.8259 -2.1904 1.0052
H 2.2352 1.1038 0.8930
H 2.0369 1.5294 -0.8411
H 0.7829 2.1203 0.3585
H -2.5867 0.6815 0.6583
H -1.4307 1.9588 0.2989
H -1.7484 0.8345 -1.0022

No. 20
16
Properties=species:S:1:pos:R:3 method="wB97M-V/def2-TZVPD" largest_force_ev_per_a=3.553 smiles="N/C=C/CCN" e_above_lowest_kj_mol=228.9 energy_ha=-267.8381 lumo_energy_ev=1.15 e_homo_ev=-8.1 homo_lumo_gap_ev=9.259 spin_multiplicity=1
C -1.0045 -0.5937 -1.2536
C -0.1843 -0.9342 0.0650
C 0.0874 0.2966 1.0297
C 1.1913 1.0266 0.9448
N 1.4627 2.1439 1.7321
N -1.3853 -1.8029 -2.1379
H -0.1825 -0.0731 -1.8631
H -2.1216 -0.1065 -1.2081
H -0.7437 -1.6577 0.6632
H 0.8052 -1.3234 -0.3229
H -0.8191 0.6818 1.4307
H 2.0375 0.7168 0.1988
H 0.7891 2.8347 1.9949
H 2.3095 2.5309 1.3931
H -0.8612 -2.5899 -1.8841
H -2.2948 -2.1724 -2.2778